Molecular formula: C3H4NO2S
Method: DFT, ωB97M-V with the def2-TZVPD basis set

```
! wB97M-V def2-TZVPD RIJCOSX def2/J DEFGRID3
* xyz -1 1
C 1.732 -0.890 0.067
C -0.888 0.445 -1.015
C -0.241 0.179 0.484
N 1.102 0.143 0.418
O -1.815 1.252 -1.010
O -0.350 -0.205 -1.888
S -0.956 1.266 1.673
H 2.785 -0.819 -0.149
H 1.245 -1.864 -0.027
H -0.818 -1.230 0.734
H -1.795 1.725 0.712
*
```

Results
* orbital gap: 7.976 eV
* highest occupied orbital energy: -4.350 eV
* relative energy (zero: lowest compared OMol25 entry of this formula, charge and spin): 147.6 kJ/mol
* LUMO level: 3.627 eV

Molecular formula: C3H4NO3
Method: DFT, ωB97M-V with the def2-TZVPD basis set

```
! wB97M-V def2-TZVPD RIJCOSX def2/J DEFGRID3
* xyz -1 1
C 0.364 1.768 0.354
C 0.411 3.418 0.645
C -0.390 -0.568 0.102
N -0.389 0.777 0.822
O -0.223 3.859 1.553
O -1.177 0.894 1.831
O 1.087 3.945 -0.224
H 1.008 1.564 -0.413
H -0.759 -1.246 0.912
H 0.543 -0.655 -0.296
H -1.127 -0.428 -0.609
*
```

Results
* orbital gap: 8.013 eV
* highest occupied orbital energy: -4.282 eV
* structure (SMILES): C/[N+]([O-])=C/C(=O)[O-]
* relative energy (zero: lowest compared OMol25 entry of this formula, charge and spin): 409.0 kJ/mol
* LUMO level: 3.731 eV

Molecular formula: C3H4NO3
Method: DFT, ωB97M-V with the def2-TZVPD basis set

```
! wB97M-V def2-TZVPD RIJCOSX def2/J DEFGRID3
* xyz 1 1
C -1.157 0.179 -0.213
C -0.474 1.351 0.283
C 2.694 -0.168 0.014
N 1.839 -1.053 0.101
O -0.666 -0.849 0.164
O 3.558 0.549 -0.113
O 0.670 1.519 0.071
H -2.222 0.238 -0.775
H -1.160 2.005 0.684
H 1.961 -2.045 -0.017
H 0.752 -0.890 0.369
*
```

Results
* orbital gap: 9.744 eV
* highest occupied orbital energy: -15.265 eV
* relative energy (zero: lowest compared OMol25 entry of this formula, charge and spin): 137.1 kJ/mol
* LUMO level: -5.521 eV

Molecular formula: C3H4NO3S
Method: DFT, ωB97M-V with the def2-TZVPD basis set

```
! wB97M-V def2-TZVPD RIJCOSX def2/J DEFGRID3
* xyz -1 1
C 1.517 2.072 1.182
C -1.084 -1.664 -0.873
C -0.539 -0.109 -0.815
N 0.170 0.343 0.107
O 1.963 3.138 0.865
O 1.625 1.313 2.115
O 0.522 1.663 0.099
S -0.382 -2.448 0.571
H -0.878 -2.139 -1.905
H -2.150 -1.585 -0.908
H -0.762 0.566 -1.591
H -0.002 -1.150 1.153
*
```

Results
* orbital gap: 8.428 eV
* highest occupied orbital energy: -5.061 eV
* structure (SMILES): O=C([O-])O/N=C/CS
* relative energy (zero: lowest compared OMol25 entry of this formula, charge and spin): 203.3 kJ/mol
* LUMO level: 3.366 eV

Molecular formula: C3H4NO4S
Method: DFT, ωB97M-V with the def2-TZVPD basis set

```
! wB97M-V def2-TZVPD RIJCOSX def2/J DEFGRID3
* xyz -1 1
C 0.454 1.752 -0.200
C -0.239 -1.568 1.697
C -0.641 0.471 -1.975
N 0.111 0.613 -0.711
O -1.161 -1.890 2.447
O 0.201 -1.883 0.586
O 0.453 -0.327 2.373
O 1.098 1.862 0.837
S 1.786 0.270 1.806
H -1.654 0.094 -1.800
H -0.608 1.382 -2.386
H 0.057 -0.422 -2.413
H 0.143 -0.354 -0.260
*
```

Results
* orbital gap: 7.248 eV
* highest occupied orbital energy: -3.784 eV
* relative energy (zero: lowest compared OMol25 entry of this formula, charge and spin): 222.0 kJ/mol
* LUMO level: 3.464 eV

Molecular formula: C3H4NO6S
Method: DFT, ωB97M-V with the def2-TZVPD basis set

```
! wB97M-V def2-TZVPD RIJCOSX def2/J DEFGRID3
* xyz -1 1
C -0.557 -1.694 -1.374
C -0.325 -0.141 2.036
C -0.255 0.559 -0.615
N 0.236 1.218 -1.675
O 0.054 -1.683 -2.348
O -1.241 -2.011 -0.493
O -0.559 1.726 -2.493
O 1.463 1.244 -1.837
O 1.629 -0.965 0.488
O 1.595 1.414 1.125
S 0.864 0.244 0.692
H -0.876 -1.021 1.732
H 0.238 -0.329 2.940
H -0.981 0.711 2.167
H -1.282 0.729 -0.344
*
```

Results
* orbital gap: 8.062 eV
* highest occupied orbital energy: -4.750 eV
* relative energy (zero: lowest compared OMol25 entry of this formula, charge and spin): 0.0 kJ/mol
* LUMO level: 3.312 eV

Molecular formula: C3H4NOPS
Method: DFT, ωB97M-V with the def2-TZVPD basis set

```
! wB97M-V def2-TZVPD RIJCOSX def2/J DEFGRID3
* xyz 0 1
C 0.542 2.345 -0.092
C -1.137 0.466 0.351
C -0.596 -0.846 -0.320
N -0.253 1.527 0.126
O 0.776 -1.081 -0.020
P 2.144 -0.076 -0.519
S 3.680 -0.705 0.455
H -2.029 0.591 -0.159
H -1.149 0.385 1.410
H -1.072 -1.728 0.073
H -0.906 -0.878 -1.305
*
```

Results
* orbital gap: 8.483 eV
* highest occupied orbital energy: -9.276 eV
* relative energy (zero: lowest compared OMol25 entry of this formula, charge and spin): 0.0 kJ/mol
* LUMO level: -0.794 eV

Molecular formula: C3H4NOS
Method: DFT, ωB97M-V with the def2-TZVPD basis set

```
! wB97M-V def2-TZVPD RIJCOSX def2/J DEFGRID3
* xyz 1 1
C -0.936 2.139 0.733
C 0.289 -0.926 0.578
C 0.074 -0.433 -0.773
N 0.160 -0.204 1.602
O -0.397 1.864 -1.977
S -0.609 1.289 -0.705
H 0.606 -2.017 0.657
H 0.080 -0.319 2.601
H 1.038 -0.271 -1.282
H -0.307 -1.122 -1.433
*
```

Results
* orbital gap (spin up / spin down): 7.649 / 7.643 eV
* highest occupied orbital energy (spin up / spin down): -15.634 / -15.635 eV
* relative energy (zero: lowest compared OMol25 entry of this formula, charge and spin): 609.0 kJ/mol
* LUMO level (spin up / spin down): -7.984 / -7.992 eV

Molecular formula: C3H4NP
Method: DFT, ωB97M-V with the def2-TZVPD basis set

```
! wB97M-V def2-TZVPD RIJCOSX def2/J DEFGRID3
* xyz 0 1
C 2.162 0.200 0.080
C 2.976 -0.680 0.041
C -1.959 -0.706 -0.184
N -1.061 -1.411 -0.201
P -3.085 0.685 0.004
H 1.522 1.045 -0.032
H 3.848 -1.325 -0.037
H -1.988 1.294 -0.804
H -2.415 0.897 1.133
*
```

Results
* orbital gap: 10.983 eV
* highest occupied orbital energy: -10.425 eV
* structure (SMILES): N#CP.C#C
* relative energy (zero: lowest compared OMol25 entry of this formula, charge and spin): 246.8 kJ/mol
* LUMO level: 0.558 eV

Molecular formula: C3H4O
Method: DFT, ωB97M-V with the def2-TZVPD basis set

```
! wB97M-V def2-TZVPD RIJCOSX def2/J DEFGRID3
* xyz 0 1
C -0.008 -1.673 3.741
C -0.284 0.045 -1.422
C 0.225 0.986 -0.637
O 0.197 -1.107 2.780
H -1.309 0.032 -1.870
H 0.224 -0.913 -1.772
H 1.260 0.731 -0.319
H -0.307 1.900 -0.501
*
```

Results
* orbital gap: 11.460 eV
* highest occupied orbital energy: -10.195 eV
* relative energy (zero: lowest compared OMol25 entry of this formula, charge and spin): 39.2 kJ/mol
* LUMO level: 1.265 eV

For each record above, in turn, the calculated E values are -720.13075; -397.14802; -396.84212; -795.37441; -870.59534; -1021.07291; -986.19757; -644.31937; -512.68189; -191.89507 a.u..